This record from OMol25 describes 2 unconnected molecules or ions with the total composition C25H35OSi. The level of theory is ωB97M-V/def2-TZVPD.

The energy above the lowest of the compared OMol25 structures with the same formula, charge and spin comes out at 0.0 kcal per mole. The energy comes out at -36412.91825 eV.

```
! wB97M-V def2-TZVPD RIJCOSX def2/J DEFGRID3
* xyz 1 1
C 0.86981 -5.09698 -0.13769
Si 1.87179 -3.74324 0.64101
C 1.16092 -2.98013 2.18425
C 3.60600 -4.30379 1.03915
O 1.82574 -2.57450 -0.58270
C 2.46711 -1.37344 -0.63785
C 1.74277 -0.22298 -0.60851
C 2.38399 1.10354 -0.45043
C 3.24505 1.59829 -1.63111
C 4.57571 0.87237 -1.78645
C 4.43152 -0.63196 -2.02377
C 3.96603 -1.40075 -0.78335
H 0.69726 -5.90893 0.58387
H -0.10456 -4.72721 -0.48548
H 1.39590 -5.51943 -1.00559
H 1.29458 -3.68815 3.01403
H 1.68172 -2.04701 2.44067
H 0.09279 -2.75517 2.07379
H 3.54058 -5.00718 1.88208
H 4.07422 -4.82071 0.19179
H 4.24840 -3.46653 1.34092
H 0.65662 -0.25134 -0.54719
H 1.57692 1.83136 -0.29208
H 3.00554 1.12159 0.46175
H 2.66786 1.50354 -2.56087
H 3.43624 2.66810 -1.47820
H 5.11629 1.30754 -2.63640
H 5.19892 1.04516 -0.89824
H 3.73778 -0.80828 -2.85485
H 5.41027 -1.01955 -2.33093
H 4.38848 -0.93101 0.12335
H 4.34334 -2.43370 -0.82721
C -5.53959 2.61684 -4.17339
C -4.55591 2.14263 -3.15018
C -4.11535 0.81164 -3.11972
C -3.17401 0.39297 -2.20025
C -2.70154 1.26205 -1.17185
C -1.82005 0.74213 -0.17519
C -1.87179 1.06767 1.20097
C -0.89625 0.57035 2.12112
C -0.90793 0.95059 3.45277
C -1.86603 1.85814 3.93592
C -1.78111 2.42819 5.31838
C -2.93640 2.19850 3.09991
C -2.94228 1.83493 1.76790
C -3.18662 2.60718 -1.19278
C -4.05573 3.03434 -2.18998
H -6.02546 3.53141 -3.82472
H -5.06316 2.85265 -5.13179
H -6.30162 1.85519 -4.36611
H -4.53763 0.10504 -3.83677
H -2.79548 -0.63399 -2.21299
H -1.16945 -0.07743 -0.47900
H -0.12890 -0.11254 1.75083
H -0.16033 0.55568 4.14370
H -2.35503 3.35771 5.36749
H -2.18479 1.74061 6.07598
H -0.74677 2.66197 5.58660
H -3.77185 2.76472 3.50288
H -3.75628 2.16028 1.11842
H -2.87301 3.30729 -0.41580
H -4.38523 4.07371 -2.22013
*
```

***

This record from OMol25 describes a gas-phase ion, C4H5N2O2S (charge -1). The level of theory is ωB97M-V/def2-TZVPD.

The energy above the lowest of the compared OMol25 structures with the same formula, charge and spin comes out at 42.3 kcal per mole. The energy comes out at -22139.62181 eV.

```
! wB97M-V def2-TZVPD RIJCOSX def2/J DEFGRID3
* xyz -1 1
C -3.02559 1.01956 -1.13033
C -0.87148 0.44629 -0.26979
C 1.14611 -0.41079 0.51467
C -1.70907 1.20038 -1.12263
N -4.17289 0.74104 -1.18891
N 0.40792 0.46393 -0.34569
O -5.06354 -0.03978 -3.57462
O -5.54043 -1.51185 -1.68136
S -4.52337 -0.76133 -2.42024
H -1.39201 -0.19614 0.46220
H 2.09610 0.06636 0.76916
H 1.37430 -1.34809 -0.00719
H 0.61321 -0.66628 1.44753
H -1.26151 1.89537 -1.81535
*
```

***

This record from OMol25 describes 15 unconnected molecules or ions with the total composition C18H66N4O15. The level of theory is ωB97M-V/def2-TZVPD.

The energy above the lowest of the compared OMol25 structures with the same formula, charge and spin comes out at 12.9 kcal per mole. The energy comes out at -56402.63406 eV.

```
! wB97M-V def2-TZVPD RIJCOSX def2/J DEFGRID3
* xyz 0 1
C 10.75552 -9.25364 -4.72934
C 10.91712 -10.07427 -3.49151
O 12.15184 -10.02149 -2.86727
H 11.50574 -9.54451 -5.49116
H 10.89855 -8.22229 -4.54734
H 9.77361 -9.29131 -5.18015
H 10.69018 -11.08367 -3.78851
H 10.07969 -9.77508 -2.85302
H 12.84857 -9.90032 -3.53247
C 4.77549 -7.01226 -5.67788
C 3.68356 -7.55765 -6.58199
O 3.92009 -8.87187 -6.98349
H 4.69783 -5.92050 -5.46585
H 5.70969 -7.14910 -6.20811
H 4.85186 -7.54169 -4.70511
H 3.56310 -6.94939 -7.46303
H 2.69142 -7.49767 -5.98140
H 3.47417 -8.99250 -7.87912
C 8.05857 -12.02358 -9.71653
C 8.28469 -10.94778 -10.77411
O 7.61680 -9.78058 -10.42045
H 8.42821 -11.66323 -8.76507
H 8.57376 -12.92895 -10.08295
H 6.99140 -12.20811 -9.58331
H 8.07233 -11.36414 -11.76980
H 9.35621 -10.77421 -10.74694
H 7.55032 -9.33053 -11.24871
C 10.03781 -5.48914 -11.25686
O 9.13641 -6.45256 -11.66814
N 11.01251 -5.84964 -10.42155
N 9.94546 -4.27219 -11.53224
H 11.19339 -6.87163 -10.22685
H 11.67789 -5.24457 -9.92081
H 9.09523 -3.87378 -11.96013
H 10.74199 -3.67733 -11.40724
C 7.00003 -9.99707 -6.97798
O 8.41894 -10.01512 -7.05068
N 6.38353 -10.05604 -5.83432
N 6.28311 -9.89270 -8.01382
H 7.04231 -10.10297 -4.99526
H 5.47040 -9.71419 -5.77537
H 6.65315 -9.91163 -8.99593
H 5.25050 -9.85258 -7.88188
C 9.81707 -4.03626 -5.13744
O 10.41658 -5.01560 -4.30317
H 9.58169 -4.48549 -6.07941
H 10.54364 -3.24617 -5.28709
H 8.98678 -3.55215 -4.71665
H 11.19910 -4.67322 -3.84974
C 6.73257 -4.02509 -6.34679
O 5.55279 -3.52665 -6.96274
H 7.11576 -4.82691 -6.98186
H 6.45821 -4.39652 -5.33004
H 7.48653 -3.26956 -6.17599
H 5.14156 -2.91219 -6.29275
C 12.15374 -6.51011 -6.95894
O 12.30555 -6.49630 -5.62759
H 13.11259 -6.38123 -7.42408
H 11.50579 -5.61864 -7.21644
H 11.85754 -7.44285 -7.31624
H 11.47577 -6.20860 -5.24484
C 10.45992 -2.59352 -8.27167
O 10.92416 -1.28340 -8.51893
H 10.27032 -3.13187 -9.19554
H 9.47441 -2.60012 -7.81322
H 11.13239 -3.04656 -7.60090
H 10.12523 -0.65414 -8.39037
C 11.38661 -8.74258 -10.88357
O 11.56468 -8.35454 -9.51201
H 12.16404 -8.27656 -11.51333
H 10.35760 -8.57471 -11.15785
H 11.56779 -9.85116 -10.79735
H 11.99888 -9.08077 -9.10191
C 8.83829 -7.21839 -7.94860
O 8.97571 -5.86136 -8.26699
H 9.04013 -7.75168 -8.89269
H 7.83101 -7.43307 -7.65083
H 9.51581 -7.63035 -7.15023
H 9.59095 -5.78727 -9.01177
C 11.23287 -10.96977 -7.92958
O 12.35402 -11.04845 -8.71209
H 11.25797 -9.99597 -7.41233
H 11.14625 -11.79754 -7.28118
H 10.32087 -10.84982 -8.56062
H 12.12683 -11.63881 -9.42967
C 7.55806 -3.06651 -9.77946
O 6.82895 -2.14119 -9.01246
H 6.92781 -3.55032 -10.50249
H 7.91638 -3.84909 -9.14209
H 8.40221 -2.52298 -10.12964
H 6.33816 -2.72056 -8.39519
C 5.66915 -6.06471 -9.15301
O 5.60850 -7.49272 -9.40776
H 5.44154 -5.80171 -8.14519
H 5.06753 -5.54803 -9.82129
H 6.72283 -5.79563 -9.40454
H 6.26977 -7.87802 -8.77859
C 7.93952 -7.51186 -4.23075
O 8.17740 -6.24576 -3.73655
H 8.49792 -8.23200 -3.67746
H 8.21312 -7.48888 -5.25356
H 6.90704 -7.75369 -4.20707
H 9.06689 -6.03081 -4.03691
*
```

***

no.,LUMO (eV),HOMO level (eV)
1,-5.487,-10.445
2,3.674,-4.080
3,0.368,-8.884